Record 1
Formula: C24H51Cl6NO5S2
Source: OMol25
Level of theory: the ωB97M-V functional and the def2-TZVPD basis

## Properties
charge: 0
LUMO energy: -0.054 eV
strongest force on any atom: 10.119 eV/Å
molar mass: 710.5 Da
Kohn-Sham gap: 8.079 eV
2S+1: 1

```
89
Properties=species:S:1:pos:R:3:forces:R:3
C 23.49100 -0.23142 1.18730 3.49 -2.45 -1.44
C 23.31726 -1.62579 1.86903 0.52 0.84 0.07
C 22.36153 -1.47384 3.07693 -0.34 -3.24 0.94
C 22.20932 -2.84975 3.85584 0.30 1.63 0.38
N 21.39348 -2.75113 5.16011 1.70 -1.14 1.41
C 19.91067 -2.81884 4.99135 5.59 -1.31 -0.46
C 19.30090 -3.29907 6.30518 1.99 -0.54 0.49
C 20.43392 -4.24568 6.87072 -0.22 0.47 0.93
C 21.65744 -4.05445 5.99872 -0.46 0.05 -1.64
C 21.70826 -1.52878 6.02009 1.61 -1.83 0.34
H 22.62546 0.06355 0.59406 0.34 -0.22 -0.32
H 24.39510 -0.12702 0.58745 -0.01 -0.73 -0.64
H 23.66702 0.48539 1.98936 2.08 -1.03 -1.76
H 24.26160 -2.01003 2.25461 0.43 0.41 0.11
H 23.11076 -2.36871 1.09862 -0.99 -0.12 0.24
H 21.36192 -1.17506 2.76130 2.78 -1.66 1.04
H 22.63807 -0.63979 3.72190 0.93 -1.37 0.65
H 23.22816 -3.12498 4.12847 -0.07 -0.32 0.38
H 21.75716 -3.68322 3.31827 -0.03 0.28 -0.35
H 19.61726 -1.82422 4.65556 5.11 -1.87 0.07
H 19.65790 -3.46442 4.15027 3.04 0.07 0.26
H 19.11001 -2.47880 6.99714 0.11 -0.13 -0.03
H 18.34079 -3.76610 6.08564 1.88 -0.39 1.22
H 20.71318 -4.02546 7.90107 -0.39 0.33 0.10
H 20.15772 -5.29957 6.90429 -0.20 0.08 -0.29
H 22.64854 -4.11819 6.44790 -0.18 0.66 0.21
H 21.63183 -4.87919 5.28651 0.17 0.22 -0.46
H 21.32569 -0.62763 5.54085 0.38 -0.65 0.29
H 22.77400 -1.50379 6.24737 0.10 -0.38 0.05
H 21.12408 -1.71983 6.92028 0.26 0.39 0.15
C 18.75507 -0.57706 5.18655 1.37 -0.49 0.41
O 20.03533 -0.01780 5.20405 -3.70 -1.92 1.12
H 18.36676 -0.82025 6.17558 2.27 -0.35 -1.97
H 17.96824 0.07782 4.81223 0.72 -3.10 -1.84
H 18.77868 -1.57431 4.74719 -3.10 6.07 1.49
C 16.11192 1.44673 5.84439 -0.61 2.47 -0.32
C 17.64035 1.54913 5.65748 -1.42 2.22 1.72
C 18.15668 2.46889 6.71618 0.00 2.29 0.31
S 16.95822 3.78196 6.92031 0.19 0.76 0.95
O 17.45432 4.95433 6.20133 -1.08 -0.82 0.61
O 16.61801 3.88691 8.36689 0.34 -0.15 -2.33
C 15.60300 2.88355 6.02311 0.30 1.43 -0.84
H 15.82001 0.91098 6.74763 -0.92 1.76 -0.41
H 15.74089 0.93542 4.95613 -0.64 0.06 0.09
H 17.87299 1.82894 4.63002 -0.32 0.82 0.56
H 18.07700 0.56060 5.79978 -1.51 3.88 1.00
H 19.13324 2.91673 6.53210 -0.32 0.21 0.01
H 18.14852 2.08616 7.73674 0.61 0.66 -1.48
H 15.53807 3.41781 5.07524 0.31 -0.06 -0.26
H 14.65196 3.14366 6.48782 0.12 -0.72 0.49
C 18.29823 -0.00957 7.72263 -0.65 -0.49 1.86
C 17.76064 0.77579 8.92468 0.06 -0.44 0.38
C 17.01402 -0.16811 9.86128 0.16 -0.63 -0.41
S 16.04131 -1.24367 8.68609 -0.02 2.38 0.27
O 14.71115 -0.63651 8.58523 1.10 -0.71 -0.31
O 16.17734 -2.62675 9.06225 0.19 -0.09 -0.50
C 17.06167 -0.69603 7.15468 -1.30 -2.86 2.32
H 19.05000 -0.74525 8.00849 0.03 -0.13 0.33
H 18.73907 0.61558 6.94613 0.73 -0.63 2.06
H 17.08428 1.53586 8.53363 -0.60 -0.44 0.81
H 18.58526 1.34234 9.35727 -0.09 -0.13 0.60
H 16.35020 0.30048 10.58782 -0.19 0.04 -0.36
H 17.68232 -0.82587 10.41702 0.09 -0.11 -0.15
H 16.41035 -0.04505 6.57149 1.17 -2.38 0.82
H 17.32884 -1.54790 6.52935 -1.29 -0.56 1.18
Cl 20.16063 -1.64886 1.48587 -1.99 0.12 -1.75
C 20.04081 -0.11353 2.37492 -5.37 0.85 0.08
C 18.58357 0.19511 2.83355 -0.41 -1.51 -2.11
Cl 17.54905 0.55880 1.43918 -0.30 0.05 -0.47
H 20.33334 0.76636 1.80193 -1.06 -0.99 -0.50
H 20.64130 -0.22866 3.27728 -1.57 0.15 -0.22
H 18.47728 1.06094 3.48710 0.03 -0.67 -1.37
H 18.16648 -0.67869 3.33415 -0.18 0.53 -1.42
Cl 15.96733 -5.13862 4.74929 0.29 1.26 0.84
C 16.64703 -3.47542 5.20076 0.11 -0.37 -1.36
C 17.89113 -3.24895 4.28719 -4.75 -2.52 -0.80
Cl 17.41171 -3.42640 2.61429 -0.07 0.18 -0.93
H 17.01606 -3.48704 6.22633 -1.49 -0.22 -0.05
H 15.89278 -2.70019 5.06584 -0.19 -0.33 -0.06
H 18.62530 -4.01795 4.52751 -2.69 -0.84 -0.88
H 18.40708 -2.29244 4.37080 -4.09 -3.29 -1.66
Cl 19.70669 3.17645 3.16076 -0.41 1.42 -1.02
C 20.29047 1.97295 4.27711 1.53 1.23 -0.28
C 21.78200 1.69270 4.01588 -1.08 -0.11 1.08
Cl 22.13890 0.86660 2.46269 0.45 9.38 3.76
H 19.70747 1.05971 4.15796 1.39 1.98 0.18
H 20.09553 2.35234 5.28018 0.58 -0.17 -0.41
H 22.18351 1.01908 4.77293 -0.40 -0.36 0.10
H 22.43412 2.54815 4.19211 -0.25 0.35 -0.92
```
Positions in Å, forces in eV/Å.

=====

Record 2
Formula: C24H52Br2N3O8P
Source: OMol25
Level of theory: the ωB97M-V functional and the def2-TZVPD basis

## Properties
charge: 0
LUMO energy: -0.066 eV
SMILES: [H]/N=C\C[C@](C#N)(CCCC)[C@@](C#N)(CC(=O)Br)P(O)Br.CCO.CCO.CCO.CCO.CCO.CCO
strongest force on any atom: 4.284 eV/Å
molar mass: 701.5 Da
Kohn-Sham gap: 9.322 eV
2S+1: 1

```
90
Properties=species:S:1:pos:R:3:forces:R:3
H -4.56684 3.11280 -1.75085 -0.21 -0.03 -0.25
N -5.15054 2.51210 -2.35040 0.04 -0.47 -0.05
C -4.57722 1.39177 -2.53280 0.24 0.89 0.98
C -3.18836 1.16506 -1.84958 -0.26 -0.18 -0.53
C -2.39908 -0.11893 -2.33275 -0.70 -0.10 -0.67
C -2.80549 -0.46143 -3.79391 1.15 1.22 3.94
N -3.18824 -0.70648 -4.82914 -0.65 -0.66 -2.18
C -2.80503 -1.43102 -1.51685 -0.10 -0.51 -1.01
C -4.34064 -1.57853 -1.23501 0.42 -0.26 0.16
C -4.88791 -0.90537 0.06205 -0.70 -0.28 0.24
C -4.08423 -1.20058 1.37642 -0.46 0.73 0.45
C -0.83626 0.18074 -2.28988 -0.94 -1.92 -0.18
C -0.14534 -1.21592 -2.28398 -1.74 3.91 0.18
N 0.26499 -2.26878 -2.31126 0.94 -2.09 -0.15
C -0.21240 0.87758 -3.55049 0.06 -0.35 -0.39
C -0.68976 2.29489 -3.96584 0.49 -0.18 0.36
O 0.05315 3.19674 -3.82111 0.45 0.65 -0.03
Br -2.39666 2.74736 -4.81627 0.28 -0.64 0.14
P -0.23306 0.91170 -0.61808 1.59 -0.68 1.41
O -1.31865 0.42472 0.57651 0.26 0.61 -1.61
Br -0.35229 3.15618 -0.60968 -0.58 -0.10 -0.16
H -5.13298 0.64204 -3.12916 0.73 0.25 0.30
H -3.33225 1.15215 -0.74001 0.16 -0.32 -0.95
H -2.61177 2.10625 -2.04057 -0.38 -0.91 -0.05
H -2.56570 -2.27325 -2.21912 0.00 0.65 0.73
H -2.16726 -1.59514 -0.62389 -0.52 0.42 -0.48
H -4.53479 -2.67957 -1.13505 0.24 0.88 -0.06
H -4.88598 -1.27848 -2.16472 0.23 -0.13 0.86
H -5.07113 0.19580 -0.02560 0.39 -0.91 -0.17
H -5.91503 -1.33150 0.22434 0.79 0.43 -0.22
H -4.21756 -0.30734 2.04109 0.24 -0.81 -0.41
H -4.50967 -2.05464 1.95555 0.46 0.46 -0.63
H -2.98903 -1.32513 1.25379 -0.76 -0.02 -0.05
H -0.29185 0.21692 -4.45433 -0.31 0.34 0.92
H 0.89024 0.95520 -3.36285 -0.95 0.32 -0.12
H -1.04720 0.79982 1.43337 0.02 -0.18 -0.30
C -1.30695 8.20134 -1.36288 -0.05 0.12 -0.03
C -1.74108 7.34001 -0.19301 0.33 -0.15 -0.43
O -2.38207 6.15178 -0.65789 -0.14 0.09 0.15
H -2.16686 8.47059 -1.97900 0.00 0.02 0.09
H -0.82154 9.11578 -1.01637 0.02 -0.03 -0.05
H -0.61049 7.65669 -2.00567 0.07 0.03 0.09
H -2.45230 7.87999 0.43449 -0.03 -0.10 -0.01
H -0.88102 7.05881 0.42295 -0.02 0.16 0.11
H -1.74499 5.67448 -1.20431 -0.17 0.00 0.07
C 3.07033 -4.16083 0.60214 0.03 -0.08 0.07
C 2.19303 -3.02149 0.12002 0.54 -0.01 0.05
O 2.47897 -1.83053 0.85169 -0.21 0.14 0.11
H 2.91204 -4.34246 1.66749 -0.08 -0.02 -0.05
H 2.85414 -5.07933 0.05190 0.04 0.00 0.02
H 4.12849 -3.91477 0.47341 -0.02 -0.04 -0.11
H 1.13969 -3.26004 0.26879 0.01 0.18 0.02
H 2.35496 -2.82861 -0.94290 -0.12 -0.17 -0.02
H 3.40845 -1.61778 0.70870 -0.10 -0.02 0.01
C -6.15665 6.58047 1.15939 -0.11 0.01 0.00
C -5.17249 6.71100 2.30671 0.18 0.00 -0.41
O -3.98913 5.96995 2.03495 0.02 0.02 0.22
H -6.41455 5.53262 0.99480 -0.01 0.04 0.08
H -7.07178 7.14093 1.36277 0.01 0.00 -0.05
H -5.71751 6.95165 0.22962 -0.03 0.07 0.04
H -5.60556 6.32035 3.22828 0.14 -0.04 0.00
H -4.90263 7.76049 2.47007 -0.18 0.06 0.09
H -3.60313 6.32505 1.22414 -0.03 -0.33 0.00
C 7.28236 -6.09031 -1.22602 -0.01 -0.11 0.02
C 6.40291 -4.95023 -1.70369 0.44 0.05 0.06
O 6.68834 -3.76455 -0.96770 -0.18 0.11 0.05
H 7.12421 -6.27430 -0.16111 -0.08 -0.01 -0.05
H 7.06803 -7.00789 -1.77775 0.06 0.00 0.02
H 8.33951 -5.84256 -1.35468 -0.03 -0.03 -0.10
H 5.34984 -5.19091 -1.55402 0.02 0.16 0.05
H 6.56409 -4.75323 -2.76847 -0.10 -0.15 -0.05
H 7.61895 -3.54990 -1.10944 -0.08 0.01 0.11
C 8.51174 -4.17821 2.34796 -0.14 -0.06 -0.03
C 9.81951 -4.46457 1.63634 -0.09 0.37 0.23
O 10.12611 -3.41993 0.71533 0.02 -0.09 -0.24
H 7.69882 -4.07923 1.62510 0.04 -0.08 -0.01
H 8.26463 -4.97744 3.04989 -0.01 0.05 0.02
H 8.56745 -3.23450 2.89743 0.06 -0.07 0.08
H 9.75205 -5.39531 1.07214 0.08 0.11 -0.11
H 10.64178 -4.55476 2.35351 -0.04 -0.17 0.03
H 10.19526 -2.59978 1.21701 -0.01 -0.08 -0.08
C -1.06757 -2.74560 5.08224 0.02 -0.11 -0.02
C -1.17224 -1.61628 4.07568 -0.04 0.07 0.42
O -2.35515 -0.85291 4.30044 -0.06 0.08 -0.21
H -1.93914 -3.39940 5.01447 0.05 0.02 -0.08
H -0.16740 -3.33933 4.91164 -0.02 0.01 0.05
H -1.04029 -2.35296 6.10221 0.11 0.01 -0.03
H -1.22063 -2.01284 3.06073 -0.11 0.12 0.00
H -0.30442 -0.95192 4.14625 0.12 -0.13 -0.10
H -2.30630 -0.49502 5.19430 -0.04 -0.04 -0.10
```
Positions in Å, forces in eV/Å.

=====

Record 3
Formula: C24H52Cl10FN2O3P2S
Source: OMol25
Level of theory: the ωB97M-V functional and the def2-TZVPD basis

## Properties
charge: +1
LUMO energy: -2.284 eV
strongest force on any atom: 0.368 eV/Å
energy relative to the best compared isomer or geometry (same formula, charge and spin): 0.0 kJ/mol
molar mass: 884.2 Da
Kohn-Sham gap: 9.379 eV
2S+1: 1

```
95
Properties=species:S:1:pos:R:3:forces:R:3
C 0.24778 -2.32062 1.15425 0.02 0.14 -0.02
C 0.03558 -0.83045 0.91388 0.01 -0.04 -0.13
C -1.28557 -0.56196 0.18907 0.02 0.06 -0.14
C -1.79243 0.88820 0.32510 0.14 0.08 0.11
C -1.17481 1.80934 -0.76951 0.10 0.06 -0.01
C -0.05360 2.72461 -0.24423 0.04 0.00 -0.04
C 1.28990 2.55732 -0.97249 0.05 -0.02 -0.02
O 2.35076 3.04772 -0.20231 -0.11 0.09 -0.09
C 2.90064 2.09972 0.71458 -0.10 -0.06 0.06
C 3.82874 1.10688 0.04191 -0.16 0.01 -0.15
N -2.24250 2.63312 -1.47461 0.06 0.08 -0.04
P -1.58081 3.55970 -2.92169 -0.15 0.06 0.01
S -2.86297 4.47446 -3.96924 -0.01 -0.04 -0.04
C -3.38298 1.78912 -1.98012 0.01 0.21 0.05
C -4.05618 0.90421 -0.91156 -0.09 0.11 0.03
C -4.19671 -0.52812 -1.47919 0.05 -0.02 0.07
C -5.58326 -1.17125 -1.33575 -0.01 0.06 -0.02
F -6.36129 -0.50510 -0.39682 0.01 -0.01 0.07
C -3.31168 1.08163 0.43328 -0.16 -0.13 -0.17
P -4.12718 0.29811 1.88865 0.09 -0.18 -0.31
N -5.46142 0.96128 2.23829 0.26 0.16 0.09
O -2.95957 0.22912 2.99407 0.19 0.01 -0.13
O -4.22408 -1.24514 1.47488 -0.03 0.17 0.16
H 1.17135 -2.50753 1.69946 0.03 0.02 0.01
H -0.57517 -2.73827 1.73211 -0.02 -0.05 0.02
H 0.30741 -2.86635 0.21196 -0.04 -0.04 -0.03
H 0.86858 -0.44871 0.31421 0.04 0.15 0.07
H 0.04601 -0.28896 1.86433 -0.01 -0.05 0.04
H -1.14577 -0.79797 -0.87101 -0.12 -0.10 -0.02
H -2.03637 -1.26077 0.55560 -0.01 0.05 0.15
H -1.37757 1.27504 1.25678 -0.05 -0.09 0.08
H -0.77462 1.17718 -1.56709 -0.04 -0.05 -0.04
H 0.12261 2.52285 0.81113 -0.03 -0.10 0.00
H -0.35831 3.77325 -0.28844 0.04 0.02 0.13
H 1.43612 1.50058 -1.23480 0.02 0.01 0.03
H 1.30535 3.12780 -1.90759 -0.04 -0.08 -0.02
H 3.42962 2.69461 1.45514 0.08 0.01 -0.03
H 2.08590 1.57611 1.23001 0.01 0.00 0.10
H 3.28438 0.29801 -0.45155 0.00 0.01 0.01
H 4.42399 1.62292 -0.70822 0.13 0.01 0.06
H 4.50130 0.66349 0.77299 0.03 -0.02 0.02
H -2.58811 3.36069 -0.83919 -0.15 -0.15 0.07
H -0.60862 4.30528 -2.25494 0.09 -0.03 -0.05
H -0.91955 2.43706 -3.43970 0.13 0.04 -0.08
H -4.10182 2.47941 -2.41301 0.01 0.02 -0.09
H -2.95803 1.20487 -2.79845 0.04 -0.06 0.07
H -5.05345 1.31432 -0.75641 -0.06 -0.07 0.02
H -3.98076 -0.49668 -2.54855 0.00 -0.06 0.00
H -3.44823 -1.17819 -1.03850 0.01 -0.04 0.06
H -5.49431 -2.20487 -1.01454 0.01 -0.12 0.03
H -6.13221 -1.14874 -2.27690 -0.02 0.07 -0.01
H -3.47803 2.12806 0.73198 0.02 0.03 -0.11
H -5.57057 1.32042 3.17581 -0.23 -0.02 -0.02
H -2.57073 1.08342 3.21817 -0.15 -0.04 0.14
H -5.07436 -1.58617 1.79052 0.00 -0.07 -0.08
Cl -6.24583 -6.51577 -4.33838 0.00 0.01 -0.01
C -6.69154 -7.58413 -2.98181 -0.01 -0.01 0.02
C -6.67991 -6.85390 -1.66262 -0.02 0.01 -0.02
Cl -5.02880 -6.38486 -1.17188 -0.02 0.01 0.02
H -5.99348 -8.41702 -2.97808 0.00 0.01 -0.01
H -7.69520 -7.95444 -3.18199 0.00 0.01 -0.01
H -7.07241 -7.50196 -0.88132 0.01 -0.01 -0.01
H -7.27778 -5.94764 -1.71346 0.00 0.00 0.01
Cl 7.36340 1.74253 -0.65734 0.06 0.00 -0.03
C 8.41358 2.25440 0.69332 -0.08 -0.03 0.09
C 7.90486 1.74791 2.01824 0.00 -0.02 -0.01
Cl 6.35789 2.51469 2.49061 0.01 0.00 0.00
H 8.46744 3.33926 0.66953 0.00 0.00 0.01
H 9.39667 1.82502 0.52180 -0.04 0.04 -0.11
H 8.62667 1.97922 2.79898 -0.01 0.01 0.00
H 7.74039 0.67399 1.98969 0.01 0.00 0.00
Cl -2.14829 -5.99505 0.90931 0.04 0.00 -0.02
C -0.77439 -7.11773 1.12129 -0.06 -0.06 0.03
C -0.12094 -6.94511 2.46881 0.01 -0.02 -0.06
Cl 0.70721 -5.37005 2.57839 0.06 -0.02 0.10
H -0.07150 -6.93357 0.31356 0.00 0.02 0.00
H -1.16885 -8.12841 1.03107 -0.03 0.02 0.00
H 0.62915 -7.72006 2.61590 0.02 0.03 -0.01
H -0.84860 -6.99233 3.27434 -0.01 0.02 -0.01
Cl 11.54997 0.72658 1.43497 0.12 0.02 0.05
C 12.34224 -0.87122 1.55111 -0.06 -0.04 0.01
C 11.60313 -1.91268 0.74960 0.03 0.01 -0.01
Cl 9.99550 -2.26431 1.43898 -0.01 0.00 0.00
H 12.38070 -1.13362 2.60474 0.00 0.00 0.00
H 13.35360 -0.75484 1.16752 -0.01 0.01 -0.02
H 12.16806 -2.84288 0.75546 -0.02 -0.01 0.01
H 11.45289 -1.58760 -0.27642 0.00 0.00 0.00
Cl -1.66953 8.39386 -2.20673 -0.01 0.00 0.00
C -3.15900 8.14116 -1.26724 0.01 -0.01 0.01
C -2.88630 7.40772 0.02060 -0.06 0.09 -0.08
Cl -2.34261 5.72256 -0.31267 0.06 -0.06 0.21
H -3.85618 7.59267 -1.89545 -0.01 0.01 0.01
H -3.57589 9.11939 -1.03386 0.02 0.01 -0.01
H -3.78777 7.33236 0.62367 -0.01 -0.05 -0.03
H -2.09091 7.87179 0.59593 0.02 -0.02 -0.01
```
Positions in Å, forces in eV/Å.